1.
DFT (ωB97M-V/def2-TZVPD) results for a structure of composition C50H83FN21O7.

Largest force on an atom   11.54 eV/Å
Total charge   +1
DFT total energy   -3729.93899 Eh
Gap between HOMO and LUMO   2.80 eV

Positions of all 162 atoms, in Å:
F1 4.3528 -4.9448 -0.8499
O1 -0.9313 -3.6013 3.3090
O2 4.4716 -0.4802 -1.0871
O3 1.0327 -2.0665 3.5954
O4 6.6953 -1.5739 0.3697
O5 4.0506 -2.9564 -3.0923
O6 3.6227 -3.0035 0.4349
O7 2.8640 -2.7703 -5.9225
N1 3.5123 -7.9463 3.4115
N2 -3.3285 2.1649 8.0029
N3 3.2789 8.1675 -8.4403
N4 1.4264 2.0839 8.2552
N5 2.7236 -7.7529 -4.2352
N6 -6.6671 3.6660 1.7256
N7 2.0303 -1.6215 -3.4330
N8 -0.1189 -0.9174 -2.1102
N9 2.2043 -3.5194 -1.5390
N10 2.0971 0.1846 -1.6000
N11 -1.0604 2.9785 3.5192
N12 -4.8789 3.5856 -5.6054
N13 -1.2767 2.2576 -2.0624
N14 -5.6833 0.6928 3.1787
N15 -8.6011 4.4254 4.4911
N16 -3.6306 5.5840 5.2251
N17 -2.1211 -6.7211 -5.7137
N18 2.6012 -8.8587 2.9548
N19 -1.3826 6.7016 -7.5487
N20 0.6272 -5.5744 -4.4202
N21 -0.2749 6.4396 -4.2793
C1 4.3321 -8.3647 -6.4198
C2 0.0483 -0.9732 3.5888
C3 8.0422 -2.6445 2.3270
C4 1.7974 0.6858 2.2294
C5 0.9475 -2.4126 -4.1967
C6 -6.2470 3.7153 -3.1877
C7 3.4027 -3.8065 -0.6101
C8 1.7751 -4.8853 -5.1245
C9 -7.7391 3.1227 2.1073
C10 1.4139 1.0135 -0.4919
C11 -5.4992 3.6444 -4.5092
C12 -8.4482 5.6768 4.5173
C13 1.5419 -3.2944 -5.4447
C14 2.7405 -7.9401 0.3335
C15 0.3964 -3.3903 3.4595
C16 -1.0684 3.0498 4.7781
C17 4.4420 -7.2731 3.9334
C18 2.7958 -2.7376 -2.6912
C19 -2.9219 9.0135 -7.4067
C20 -4.8120 0.1090 2.4787
C21 -4.1128 1.3175 7.4960
C22 -3.7617 -0.5948 1.6348
C23 1.6060 4.6638 9.2779
C24 1.9108 8.2972 -6.0226
C25 -1.1953 3.4273 -1.5987
C26 1.3441 -0.0133 0.8174
C27 2.6643 -8.4422 1.7663
C28 -2.0047 4.5708 -5.3971
C29 -3.4892 -6.5914 -3.2959
C30 -2.0805 7.7499 -7.4843
C31 3.5731 0.4510 -1.8029
C32 5.8072 -0.2213 -1.6999
C33 -1.0781 3.1359 6.2957
C34 -8.2640 7.1853 4.5489
C35 1.3296 -4.7782 3.4673
C36 7.0670 -0.7811 -0.8124
C37 -1.0592 5.5923 -4.7861
C38 -5.3603 3.7151 4.1072
C39 0.6929 0.5343 3.4496
C40 -9.0313 2.4677 2.5674
C41 -5.0582 0.2960 6.8850
C42 1.3661 -0.7458 -2.3497
C43 5.5629 -6.4615 4.5624
C44 3.4529 -8.0303 -5.2257
C45 -1.0971 4.8375 -1.0397
C46 -2.7414 -6.6623 -4.6174
C47 2.6586 8.2263 -7.3441
C48 7.9643 -2.2923 0.7244
C49 1.5078 3.2537 8.7189
C50 -4.4149 4.7366 4.7182
H1 -2.5650 9.6495 -6.5919
H2 0.6283 5.1515 9.2330
H3 -0.5774 -0.9812 4.6046
H4 5.8106 -0.6495 -2.7969
H5 -4.1176 -5.6969 -3.2707
H6 5.9917 -7.0094 5.4060
H7 -3.0993 -1.1816 2.2771
H8 -5.5355 3.7565 -2.3585
H9 -6.0861 4.2180 3.4621
H10 0.9778 -5.4467 4.3730
H11 -4.7948 2.9931 3.5118
H12 6.3471 -6.2740 3.8240
H13 -8.8070 1.5802 3.1656
H14 2.1492 1.8127 2.1263
H15 7.2744 -1.9654 2.9106
H16 -2.7777 -6.5501 -2.4667
H17 -0.1333 2.7585 6.6965
H18 2.8606 -6.8533 0.3253
H19 -2.0747 5.3252 -1.0846
H20 -0.2142 1.2476 3.1453
H21 1.2824 9.1917 -5.9974
H22 1.9541 -4.4622 -1.9225
H23 1.8237 -8.2012 -0.2022
H24 2.4460 -4.4441 3.5815
H25 1.8833 -5.4251 -6.1836
H26 -6.8754 4.6098 -3.1625
H27 2.7703 -5.1188 -4.5254
H28 -0.7651 -1.0631 2.7230
H29 -9.6094 3.1696 3.1747
H30 3.9004 1.5437 -1.4561
H31 -1.2081 4.1752 6.6093
H32 0.9714 -6.4032 -3.8489
H33 7.6827 -1.5160 -1.5232
H34 2.0380 1.9829 -0.2916
H35 8.0072 -3.2301 0.0160
H36 -9.2282 7.6754 4.7090
H37 9.1466 -2.3875 2.6741
H38 -4.1226 -7.4749 -3.1781
H39 -3.9682 8.7540 -7.2237
H40 1.2774 7.4137 -5.9048
H41 -2.5400 4.0384 -4.6062
H42 -0.6853 -0.1227 -2.4941
H43 2.3224 5.2475 8.6934
H44 1.9395 4.6298 10.3187
H45 7.7094 0.1472 -0.4588
H46 -2.7304 5.0736 -6.0422
H47 3.8720 -7.9897 -7.3381
H48 8.8315 -1.5636 0.3684
H49 5.1744 -5.5040 4.9202
H50 3.4261 -3.5925 -6.1358
H51 1.2080 -5.3945 2.4704
H52 2.6223 8.3385 -5.1934
H53 5.9711 0.9561 -1.8048
H54 -4.2463 -1.2632 0.9177
H55 0.8136 -3.2441 -6.3871
H56 -0.3499 -1.1177 -1.1122
H57 -5.7839 0.7989 6.2399
H58 -0.1223 -5.8773 -5.0837
H59 0.3114 1.3071 -0.7527
H60 4.4554 -9.4482 -6.5002
H61 -6.8804 2.8317 -3.0699
H62 0.2221 -0.3730 0.8698
H63 7.8410 -3.7970 2.4365
H64 -5.8957 3.1828 4.8982
H65 3.5932 -8.3965 -0.1766
H66 -1.9000 2.5372 6.6978
H67 5.3156 -7.9023 -6.2997
H68 2.0477 -0.9261 0.6012
H69 -0.7636 4.8035 0.0011
H70 -4.4927 -0.4260 6.2896
H71 -9.6283 2.1714 1.7006
H72 -7.5852 7.4610 5.3607
H73 -2.8514 9.5666 -8.3473
H74 0.3248 -3.1184 -3.4990
H75 -5.5935 -0.2363 7.6760
H76 2.7683 0.0951 2.5947
H77 -1.4391 3.8488 -5.9925
H78 3.7855 0.4025 -2.9551
H79 0.1977 -1.6090 -4.6605
H80 1.1273 0.9213 4.4652
H81 -7.8429 7.5294 3.6003
H82 -3.1670 0.1424 1.0887
H83 -0.3807 5.4212 -1.6242



2.
DFT (ωB97M-V/def2-TZVPD) results for the molecule C5H10O.

Largest force on an atom   2.23 eV/Å
Structure (SMILES)   C[C@@H](O)C1CC1
DFT total energy   -271.68050 Eh
Energy relative to the best compared isomer or geometry (same formula, charge and spin)   45.3 kcal per mole
Gap between HOMO and LUMO   10.62 eV

Positions of all 16 atoms, in Å:
O1 -0.9881 1.6765 -0.8806
C1 0.5733 0.3390 0.3589
C2 1.2117 -0.9727 0.6644
C3 -0.6828 0.3446 -0.5005
C4 -1.9338 -0.3396 0.0828
C5 1.9509 -0.0538 -0.2279
H1 -2.7524 -0.2475 -0.6436
H2 0.7415 -1.7823 0.1104
H3 0.9687 1.2963 0.6393
H4 2.8008 0.4461 0.2485
H5 1.6027 -1.2561 1.6339
H6 -2.2665 0.1294 1.0171
H7 2.0145 -0.1700 -1.2972
H8 -0.4318 -0.1835 -1.4281
H9 -1.0293 2.1817 -0.0565
H10 -1.7793 -1.4082 0.2791



3.
DFT (ωB97M-V/def2-TZVPD) results for a cluster of 2 separate species, C5H13N4 in total.

Largest force on an atom   5.26 eV/Å
Total charge   +1
DFT total energy   -416.92585 Eh
Energy relative to the best compared isomer or geometry (same formula, charge and spin)   114.9 kcal per mole
Gap between HOMO and LUMO (alpha / beta)   5.43 / 5.44 eV

Positions of all 22 atoms, in Å:
N1 2.4265 -0.2670 0.6778
N2 -1.2386 -0.0727 0.7878
N3 2.1303 1.5581 -0.7839
N4 -2.0003 0.9323 0.7620
C1 3.5090 -0.9459 0.1229
C2 -3.0317 -0.5806 -0.6229
C3 -3.2582 0.8179 -0.0732
C4 1.7823 0.8383 0.3239
C5 -1.6639 -1.1011 0.0227
H1 -1.0108 -1.3211 -0.7332
H2 -3.2946 1.6364 -0.9768
H3 -4.1680 0.7905 0.5620
H4 4.5268 -0.5337 0.4562
H5 3.4592 -2.0469 0.2903
H6 3.4461 -0.6344 -0.9917
H7 -3.7815 -1.2751 -0.2720
H8 3.0954 1.4673 -1.1890
H9 -2.8410 -0.5981 -1.6832
H10 -2.0322 1.6466 1.4770
H11 1.3625 2.1756 -1.0236
H12 -1.7475 -2.0975 0.5560
H13 1.9375 -0.4882 1.5161



4.
DFT (ωB97M-V/def2-TZVPD) results for a cluster of 8 separate species, H18NO7 in total.

Largest force on an atom   1.07 eV/Å
Total charge   +1
DFT total energy   -592.01994 Eh
Energy relative to the best compared isomer or geometry (same formula, charge and spin)   39.0 kcal per mole
Gap between HOMO and LUMO   11.57 eV

Positions of all 26 atoms, in Å:
O1 4.8695 -25.1534 -3.6148
O2 4.4134 -26.4215 -6.5323
O3 7.0767 -23.2917 -8.2376
O4 7.4337 -23.7703 -3.5183
O5 1.9036 -24.1502 -4.2415
O6 3.5265 -22.4099 -5.6818
O7 6.8289 -21.0960 -4.3861
N1 5.6412 -24.0002 -6.1554
H1 1.2092 -23.6230 -4.6365
H2 4.8192 -23.4325 -6.0066
H3 4.8731 -27.1985 -6.2142
H4 7.3626 -24.0406 -2.6028
H5 7.0506 -21.6086 -3.6088
H6 2.6533 -23.5575 -4.1870
H7 8.0186 -23.1386 -8.1624
H8 2.9092 -22.1987 -6.3822
H9 6.2584 -23.6788 -5.4233
H10 5.3561 -24.9604 -6.0256
H11 7.6583 -20.9987 -4.8540
H12 6.0808 -23.8784 -7.0565
H13 5.0094 -25.3801 -2.6954
H14 3.9248 -25.2403 -3.7423
H15 7.4679 -24.5915 -4.0089
H16 6.7627 -22.5841 -8.8005
H17 3.8805 -21.5629 -5.4105
H18 3.6011 -26.3993 -6.0264



5.
DFT (ωB97M-V/def2-TZVPD) results for a structure of composition C5H6LiO4Sr.

Largest force on an atom   4.11 eV/Å
Total charge   -1
DFT total energy   -533.35278 Eh
Gap between HOMO and LUMO   4.16 eV

Positions of all 17 atoms, in Å:
Sr1 1.7507 1.5503 2.4795
O1 1.0903 0.4270 0.3214
O2 -1.8057 -1.6363 1.6416
O3 2.5168 -1.6816 -1.3254
O4 2.2266 -1.5834 0.9331
C1 -1.5105 -0.3640 -0.3404
C2 -1.8804 -0.5268 0.9631
C3 2.4046 -1.2818 -0.2256
C4 -1.0296 0.9712 -0.8209
C5 0.5108 0.9980 -0.8268
Li1 0.1359 -1.4775 1.2345
H1 0.8476 0.4299 -1.7127
H2 -1.2550 -1.2500 -0.9381
H3 -1.3950 1.7637 -0.1464
H4 0.8648 2.0384 -0.9454
H5 -2.0957 0.3966 1.5453
H6 -1.3761 1.2265 -1.8368



6.
DFT (ωB97M-V/def2-TZVPD) results for the ion C21H39BClFNO with charge +1.

Largest force on an atom   0.59 eV/Å
Total charge   +1
Structure (SMILES)   C#CCCC[C@H]1C[C@H](B(C)O)[N@@H+]([C@@H](F)CC)[C@@H](CCCCl)[C@H]1CCCC
DFT total energy   -1538.25089 Eh
Gap between HOMO and LUMO   9.94 eV

Positions of all 65 atoms, in Å:
Cl1 2.3858 -2.0314 3.7820
F1 -0.9980 -3.8163 -1.2016
O1 -1.1768 -2.2850 -4.2406
N1 -0.3661 -1.6968 -0.8205
C1 0.5797 0.2012 -2.2498
C2 -0.7430 0.5749 -0.1081
C3 0.5569 3.7102 -0.6875
C4 2.5822 5.1707 1.8053
C5 -4.2410 0.1211 2.7647
C6 -0.0238 1.2519 -1.2901
C7 -0.0570 -0.7230 0.3163
C8 -2.5295 -0.5191 -3.0911
C9 1.9483 -4.6127 0.0187
C10 -0.0239 -3.1323 -0.5283
C11 1.7144 4.7277 -0.6808
C12 1.0559 2.2838 -0.9223
C13 2.8748 -0.6580 2.7498
C14 -1.0585 1.4956 1.0707
C15 0.0191 -1.2352 -2.2163
C16 1.6662 -0.0343 2.0599
C17 -1.8768 0.8421 2.1833
C18 1.3478 -3.6065 -0.9654
C19 2.2120 4.9845 0.6755
C20 1.4146 -0.6894 0.6942
C21 -3.1410 0.1179 1.7043
B1 -1.2342 -1.3826 -3.2320
H1 2.5523 4.3492 -1.2747
H2 1.2372 -4.0666 -1.9500
H3 2.0241 -2.7644 -1.1036
H4 2.9297 5.3308 2.7962
H5 0.8094 -1.8909 -2.5765
H6 -0.1474 1.9427 1.4757
H7 -1.2647 0.1525 2.7739
H8 3.3923 0.0521 3.3887
H9 -2.1767 1.6280 2.8810
H10 -0.1935 -3.2751 0.5397
H11 -3.2065 -0.6858 -3.9268
H12 1.7788 2.3177 -1.7447
H13 3.5855 -1.0654 2.0330
H14 -0.7889 1.8077 -1.8415
H15 -2.9087 -0.9242 1.4499
H16 1.8046 1.0454 1.9807
H17 1.7914 -1.7093 0.7741
H18 -1.7260 0.2714 -0.4954
H19 1.4717 -5.5871 -0.0778
H20 1.6222 1.9664 -0.0405
H21 -3.0756 -0.8133 -2.1832
H22 1.8309 -4.2786 1.0522
H23 1.6579 0.1655 -2.0850
H24 -4.6775 1.1150 2.8620
H25 3.0133 -4.7312 -0.1718
H26 0.0909 3.7683 0.2958
H27 -2.3339 0.5501 -2.9844
H28 1.4128 5.6666 -1.1462
H29 -0.4014 -2.8540 -4.2563
H30 2.0144 -0.1970 -0.0712
H31 -1.6521 2.3248 0.6718
H32 -0.6035 -1.1433 1.1667
H33 0.4576 0.5488 -3.2797
H34 -3.8511 -0.1936 3.7336
H35 -3.5261 0.5932 0.7961
H36 -1.3894 -1.6990 -0.8120
H37 0.7944 -0.1958 2.6987
H38 -5.0450 -0.5647 2.4946
H39 -0.1915 3.9837 -1.4331



7.
DFT (ωB97M-V/def2-TZVPD) results for the molecule C7H9NO.

Largest force on an atom   6.43 eV/Å
DFT total energy   -401.88105 Eh
Energy relative to the best compared isomer or geometry (same formula, charge and spin)   163.1 kcal per mole
Gap between HOMO and LUMO   7.37 eV

Positions of all 18 atoms, in Å:
O1 -1.1288 -1.2212 -2.7546
N1 -0.6476 1.1819 0.1567
C1 1.4911 0.0833 0.0507
C2 1.4985 -0.9168 1.1771
C3 -1.9640 0.9068 -0.0642
C4 2.0569 0.4582 1.4425
C5 -1.3344 -0.8131 -1.5374
C6 -2.3201 0.0100 -1.0707
C7 0.2154 0.5100 -0.4834
H1 2.2121 0.0589 -0.7544
H2 2.9847 0.7278 1.4405
H3 -2.5587 1.6130 0.4000
H4 1.4012 1.0912 1.9774
H5 0.5290 -1.1240 1.5992
H6 -3.4156 -0.3317 -0.9967
H7 2.0725 -1.7985 1.1717
H8 -0.6016 -2.1356 -2.7648
H9 -0.4907 1.6997 1.0104



8.
DFT (ωB97M-V/def2-TZVPD) results for a cluster of 2 separate species, C28H41N4O in total.

Largest force on an atom   3.60 eV/Å
Total charge   +1
DFT total energy   -1385.53665 Eh
Gap between HOMO and LUMO   5.87 eV

Positions of all 74 atoms, in Å:
O1 -1.1776 -2.5715 4.9670
N1 -2.9704 3.4346 -1.7098
N2 0.5839 -2.6706 3.4645
N3 -0.2088 -1.2461 1.7746
N4 4.3213 -0.4454 -5.7743
C1 -2.6898 0.1407 7.0214
C2 1.4426 -0.1101 -2.6634
C3 0.9302 -2.1776 2.1018
C4 3.5209 -1.0218 -3.5140
C5 2.2129 0.4707 -4.8849
C6 3.3505 -0.3326 -4.7230
C7 1.3960 -3.6210 4.2043
C8 0.9375 -3.3779 1.1564
C9 -4.0299 0.3703 6.7870
C10 -1.2621 0.1998 3.5215
C11 -2.2297 0.3116 4.6661
C12 -1.8263 3.7699 -2.5563
C13 2.5952 -0.9152 -2.5098
C14 2.2535 -1.4223 2.1742
C15 -3.5231 2.0965 -1.9115
C16 -1.1562 -1.2116 2.9309
C17 -1.7965 0.1180 5.9694
C18 -3.5772 0.5562 4.4429
C19 -0.3808 -0.5658 0.5942
C20 -4.7042 1.8257 -1.0041
C21 0.5311 -0.6308 -0.4284
C22 0.4579 0.0173 -1.6499
C23 -4.4700 0.5879 5.4971
C24 4.2341 -1.5229 -6.7612
C25 -1.3172 5.1715 -2.2960
C26 -0.6310 -2.2246 3.9420
C27 5.4813 0.4460 -5.8188
C28 1.2851 0.5795 -3.8839
H1 -5.1263 0.8308 -1.1559
H2 -2.7294 3.5785 -0.7244
H3 0.4153 1.1969 -4.0209
H4 -3.9202 0.7171 3.4338
H5 1.3902 -1.2460 -0.2676
H6 1.7308 -4.0780 1.4129
H7 -5.5166 0.7655 5.3108
H8 -0.7522 -0.0839 6.1434
H9 -0.2651 0.5107 3.8536
H10 -5.4982 2.5531 -1.1760
H11 -0.4686 5.4314 -2.9313
H12 -1.5497 0.9026 2.7311
H13 -2.3421 -0.0452 8.0242
H14 -3.8139 2.0121 -2.9657
H15 6.4048 -0.1223 -5.7275
H16 -1.0354 3.0257 -2.4000
H17 2.1842 -0.6500 2.9380
H18 1.4698 -4.5576 3.6549
H19 0.9465 -3.8110 5.1771
H20 -2.1409 -1.5461 2.5791
H21 5.4241 1.1512 -4.9915
H22 2.5124 -0.9328 1.2400
H23 -2.7289 1.3550 -1.7597
H24 -4.7315 0.3662 7.6071
H25 -4.4195 1.9080 0.0455
H26 3.0724 -2.0876 2.4415
H27 3.3489 -2.1237 -6.5599
H28 -0.3837 0.6521 -1.8574
H29 2.7562 -1.4561 -1.5951
H30 2.3976 -3.2188 4.3486
H31 5.4949 1.0060 -6.7518
H32 -2.1406 3.6574 -3.6011
H33 -2.1023 5.9072 -2.4730
H34 1.0609 -3.0981 0.1143
H35 -0.0122 -3.9037 1.2427
H36 5.1103 -2.1658 -6.7049
H37 2.0870 0.9975 -5.8153
H38 4.1539 -1.1127 -7.7659
H39 -1.0016 5.2875 -1.2585
H40 4.3979 -1.6369 -3.3971
H41 -1.2620 0.0357 0.4761



9.
DFT (ωB97M-V/def2-TZVPD) results for a cluster of 2 separate species, C2H5NO3 in total.

Largest force on an atom   5.92 eV/Å
Structure (SMILES)   NC=O.O=CO
DFT total energy   -359.67317 Eh
Energy relative to the best compared isomer or geometry (same formula, charge and spin)   22.7 kcal per mole
Gap between HOMO and LUMO   10.80 eV

Positions of all 11 atoms, in Å:
O1 -2.5345 -0.7746 0.2518
O2 1.9778 -1.5119 0.3966
O3 -1.6702 0.2566 -1.6625
N1 1.8141 0.7194 0.0854
C1 -2.6059 0.0100 -0.9262
C2 1.9809 -0.3734 0.9108
H1 2.1897 1.6255 0.3828
H2 -3.4961 0.6308 -0.9025
H3 2.2853 -0.2714 1.9686
H4 -1.6631 -0.8711 0.4285
H5 1.7222 0.5601 -0.9332



10.
DFT (ωB97M-V/def2-TZVPD) results for the molecule C4H7NO.

Largest force on an atom   0.38 eV/Å
Structure (SMILES)   CC1=NCCO1
DFT total energy   -286.60034 Eh
Energy relative to the best compared isomer or geometry (same formula, charge and spin)   19.6 kcal per mole
Gap between HOMO and LUMO   10.54 eV

Positions of all 13 atoms, in Å:
O1 0.5517 0.8816 -0.2808
N1 -0.6180 -0.9365 0.3810
C1 -0.1481 -0.2509 -0.5799
C2 -0.2866 -0.1878 1.6011
C3 -0.2612 -0.5506 -2.0343
C4 0.8130 0.7652 1.1249
H1 0.7300 -0.5165 -2.4955
H2 0.0679 -0.8501 2.3948
H3 -1.1923 0.3164 1.9654
H4 1.7950 0.2916 1.2422
H5 0.8569 1.7614 1.5648
H6 -0.7013 -1.5384 -2.1701
H7 -0.8851 0.1979 -2.5322



> What is the DFT total energy in the ninth record?

-359.67317 Eh



> What is the formula in the first record?

C50H83FN21O7